[1]
60
Properties=species:S:1:pos:R:3:forces:R:3 method="wB97M-V/def2-TZVPD" energy_ev=-39027.5947 e_above_lowest_kcal_mol=164.27 homo_lumo_gap_ha=0.348 charge=0
O 0.901807 3.677339 0.221690 -3.60 2.18 2.09
O -4.062825 -3.327747 -1.679845 -1.53 4.42 0.01
O -0.067598 -0.169795 4.580918 -0.89 -1.27 1.62
O 2.624617 -0.178720 -2.583576 0.64 1.95 2.49
O -0.736968 3.277653 2.204273 -0.78 0.48 0.21
O 1.407868 -3.141860 -2.587160 -1.49 -0.58 2.07
O 2.122513 2.176594 -0.811987 2.97 2.20 -4.86
O 1.117562 1.752958 3.153967 -1.70 0.08 2.18
O -1.962383 -1.621842 -2.986242 -0.76 0.66 0.49
O -0.185939 1.285527 -2.854507 -2.54 1.02 -2.36
O -1.571486 0.174681 -4.740364 1.09 -3.62 -0.73
O -4.554644 1.956746 -2.125151 1.90 0.31 1.19
O 2.561743 -0.520432 3.739856 -0.43 -2.53 2.56
O 3.504235 -3.950730 0.302683 0.38 2.00 -0.46
O -2.424739 1.479377 -0.102521 0.38 -0.18 0.84
O 2.598055 0.331262 1.167792 1.61 1.24 -0.14
N -0.152179 -1.878696 1.804075 -1.70 0.36 0.46
C -0.903006 0.341135 1.423792 -3.60 -0.85 1.71
C -0.879170 -1.067569 0.759359 0.30 -0.45 1.03
C -2.230261 1.034894 1.008964 -0.12 -0.92 0.03
C -0.089681 -1.116488 -0.518582 -1.22 0.05 -2.74
H 2.837815 0.737831 -2.143533 -0.70 -2.16 -0.97
H 3.617431 -2.965332 0.232049 -0.26 -1.08 0.77
H -0.594909 -0.659818 -1.490158 0.84 -0.84 2.51
H 1.944232 -0.031661 1.715092 -1.68 -1.81 0.66
H 2.503939 0.011314 -3.494002 -0.15 0.40 -1.35
H 1.654324 1.155325 2.660219 0.11 -0.28 -0.18
H 0.928928 -2.374645 -2.213028 0.73 -0.52 -0.84
H 0.827469 -1.918280 1.698573 1.16 -0.19 -0.71
H 3.119154 0.744065 1.886871 0.59 -0.24 -1.05
H 2.180407 3.115088 -0.462898 -0.35 -2.24 -0.45
H -1.922158 -1.497535 0.578334 1.32 0.57 0.61
H 0.324282 0.719819 -2.370751 2.50 -2.19 2.10
H 0.559946 1.186113 3.798701 1.56 1.02 -1.07
H 3.636732 -4.101073 -0.637135 -0.22 -0.83 -0.30
H -2.242669 -0.766710 -2.507897 0.55 -1.82 -1.97
H -0.209525 1.048662 1.105890 1.96 0.60 -0.67
H 1.908676 -2.863034 -3.312922 1.02 0.97 -1.54
H 1.923660 1.592196 -0.159564 -0.67 -2.16 3.24
H -1.096567 0.604258 -4.056121 0.41 1.85 0.89
H -3.666612 1.658740 -1.733560 -1.90 0.54 -0.72
H 0.158323 -0.776810 3.867860 -0.01 -0.38 -0.55
H -0.506017 -0.768609 5.241927 0.45 1.14 -0.78
H -0.874915 0.125232 2.590446 -0.36 1.01 -2.82
H -1.930549 -1.492710 -3.984288 -0.18 0.79 1.97
H 2.275929 -1.353273 4.305412 1.00 2.43 -1.87
H -2.188143 0.567076 -5.281547 -1.68 2.12 -1.17
H -3.577046 -4.060733 -1.845973 2.24 -3.83 -0.64
H -3.569436 -2.653974 -2.220802 -0.55 -0.59 0.63
H 2.747504 0.122875 4.452027 -0.17 -0.23 -0.47
H -0.357988 2.420044 2.579272 0.17 2.26 0.29
H -0.509147 -2.801466 1.948690 -0.12 -0.49 -0.27
H 0.083716 4.044698 -0.162990 0.78 0.21 -0.77
H -3.061722 0.952135 1.758448 0.26 0.33 -0.38
H -4.653481 2.830109 -1.686970 -0.06 -0.81 -0.46
H 0.087173 -2.172917 -0.798483 -0.17 0.51 0.48
H 0.039268 2.157345 -2.607524 0.51 1.37 0.56
H 0.375619 3.432467 1.049543 1.20 0.03 -0.17
H -0.639016 4.139475 2.702477 0.18 -2.22 -0.22
H 0.847856 -0.620572 -0.379115 0.78 0.23 -0.02

[2]
10
Properties=species:S:1:pos:R:3:forces:R:3 method="wB97M-V/def2-TZVPD" energy_ev=-14863.1984 homo_lumo_gap_ha="0.303 / 0.207" charge=+2
Al -0.422828 -1.260056 -1.886634 0.01 -1.32 -3.24
O 1.287106 -0.354535 -1.864984 0.04 0.73 1.03
O -1.140335 -1.178231 -0.393809 -1.02 2.97 -1.63
C 1.075798 0.419732 -0.979207 0.42 -0.27 -0.83
C -1.112558 -0.454175 0.741826 1.19 -8.17 0.39
C -0.121257 0.413346 1.056573 1.08 3.04 -0.06
C 0.680523 1.134380 0.037211 -0.75 -0.39 0.89
H -1.175926 -1.618678 1.102878 -1.01 3.20 3.26
H 0.908630 2.200053 0.086903 0.28 -0.03 0.30
H 0.020847 0.698164 2.099243 -0.25 0.24 -0.12

[3]
10
Properties=species:S:1:pos:R:3:forces:R:3 method="wB97M-V/def2-TZVPD" energy_ev=-11964.9569 multiplicity=4 e_above_lowest_kcal_mol=29.15 homo_lumo_gap_ha="0.242 / 0.250" charge=+1
Au 2.277316 0.752277 0.341481 7.37 -2.66 1.26
O 0.672555 1.537728 0.157149 -7.18 3.10 -0.45
O 1.749962 -1.588891 -0.722816 -3.41 -0.22 0.89
C 0.678583 -1.424873 -0.259694 4.43 -0.11 -1.21
C -1.198184 0.131742 0.012255 -0.79 -2.79 0.43
C -0.446602 -1.096551 0.340343 -1.63 0.90 0.46
C -0.691869 1.381670 0.100710 3.26 1.71 -2.59
H 0.002411 2.103118 -0.822242 -1.64 0.09 1.12
H -2.249536 0.002714 -0.248831 0.05 0.12 0.68
H -0.794637 -1.798935 1.101648 -0.46 -0.15 -0.58

[4]
14
Properties=species:S:1:pos:R:3:forces:R:3 method="wB97M-V/def2-TZVPD" energy_ev=-21172.5240 e_above_lowest_kcal_mol=106.75 homo_lumo_gap_ha="0.237 / 0.237" charge=0
F -0.232488 -2.283387 2.383396 -0.31 -0.37 0.41
F -1.141291 -2.892552 0.511570 -0.43 -1.01 0.08
F 0.597486 0.843947 1.948063 0.46 -0.31 1.50
F 1.027141 2.397638 0.568183 1.29 1.03 -0.42
F -0.983003 2.242384 1.299480 0.52 -0.61 0.07
F -2.273304 -1.530305 1.859763 1.20 -1.29 0.01
C 1.357452 0.229763 -2.068957 -3.92 -0.13 0.50
C -0.000428 0.346617 -1.650104 3.67 0.31 -1.59
C 0.132833 1.511137 0.929518 -2.17 -0.05 -0.90
C -1.044993 -1.955212 1.411255 -0.24 4.34 -1.77
B -0.279891 0.510924 -0.239522 -0.38 -1.71 2.42
H 2.223179 0.250866 -1.390976 -0.50 -0.03 -0.59
H -0.742810 0.350761 -2.425966 -0.27 -0.36 -0.17
H 1.360123 -0.022582 -3.135705 1.06 0.20 0.47

[5]
14
Properties=species:S:1:pos:R:3:forces:R:3 method="wB97M-V/def2-TZVPD" energy_ev=-22966.6544 multiplicity=2 homo_lumo_gap_ha="0.168 / 0.250" charge=+2
Bi -3.163272 0.463885 -0.815971 -1.60 1.16 -1.33
F 0.469435 2.033933 -0.302455 0.02 -0.71 -0.17
O -0.625685 0.279481 0.668945 0.34 -1.14 0.44
O 0.968984 -3.562805 -0.569168 0.47 4.13 -4.04
O -2.139156 1.978337 0.904740 0.61 0.12 0.36
O -2.662831 -0.117007 1.066448 -1.40 -2.82 2.30
O 1.327935 -1.414433 -0.056667 -0.39 -2.04 -3.59
C 1.130638 -2.427754 -0.868552 -0.02 -4.08 8.09
C 0.603095 0.836060 0.334980 0.36 1.86 1.71
C -1.797755 0.810081 1.129590 1.29 1.62 -2.88
C 1.383761 -0.087973 -0.588471 0.11 2.02 -0.75
H 1.104682 1.021369 1.292411 0.36 0.01 -0.31
H 2.428532 0.242783 -0.592785 -0.21 -0.16 -0.06
H 0.971638 -0.055957 -1.603045 0.07 0.03 0.24

[6]
8
Properties=species:S:1:pos:R:3:forces:R:3 method="wB97M-V/def2-TZVPD" energy_ev=-74232.2099 e_above_lowest_kcal_mol=87.19 homo_lumo_gap_ha=0.304 charge=0
Br 1.029839 2.201557 -0.272843 -0.11 0.44 0.12
C 0.585637 0.371537 -0.673757 -2.84 0.60 0.64
C -2.545479 -0.958337 0.749453 -1.85 -0.68 0.03
C -0.124282 -0.271773 0.553028 2.79 -3.08 0.07
C -1.413933 -0.431468 0.826109 2.75 1.07 -0.22
H 1.495713 -0.076753 -0.710568 2.52 -1.35 -0.42
H 0.872372 -1.172033 1.215668 -3.18 3.06 -1.62
H 0.100132 0.337271 -1.687090 -0.06 -0.06 1.41

[7]
14
Properties=species:S:1:pos:R:3:forces:R:3 method="wB97M-V/def2-TZVPD" energy_ev=-298737.2790 e_above_lowest_kcal_mol=10.10 homo_lumo_gap_ha=0.304 charge=0
Br -0.087459 3.325027 2.306369 0.30 0.80 0.54
Br 1.213147 0.753803 -1.880875 0.22 -0.14 0.72
Br 1.961090 0.534841 2.737015 -0.94 -0.06 -0.81
Br 3.260584 -0.817802 0.032226 -0.25 0.68 -0.40
S -0.416744 1.742629 0.925502 0.05 -1.33 -0.48
O 0.740712 -2.079871 0.676235 1.26 -1.63 0.68
N -1.017564 -0.793010 -0.144305 -0.06 0.23 0.81
C 1.041983 0.736017 1.034054 2.49 0.57 -1.38
C 1.721317 0.295690 -0.099359 -0.27 1.13 1.86
C -1.909951 -0.625591 -1.197274 -0.87 1.84 -1.72
C -0.091597 -1.467417 0.175908 -1.94 -0.16 0.03
H -2.371403 0.412738 -1.261877 0.51 -1.20 0.69
H -1.343853 -0.664606 -2.119026 -0.12 -0.39 -0.50
H -2.700263 -1.352448 -1.184593 -0.38 -0.35 -0.05

[8]
14
Properties=species:S:1:pos:R:3:forces:R:3 method="wB97M-V/def2-TZVPD" energy_ev=-114575.3450 e_above_lowest_kcal_mol=7.00 homo_lumo_gap_ha=0.291 smiles="O=S(=O)([O-])[C@H]1C=C(Cl)S[C@@H]1Br" charge=-1
Br -0.471203 2.886987 0.104889 0.66 -0.44 -0.43
Cl 3.708267 -1.203416 0.150827 -0.03 0.10 0.22
S -1.961533 -0.479918 -0.212791 3.09 1.52 -1.08
S 2.039480 1.176892 -0.751580 -0.47 -0.99 0.83
O -1.632133 -0.911977 -1.554687 -0.28 -0.25 -0.87
O -2.545007 0.854028 -0.158435 -0.62 -0.99 0.36
O -2.447575 -1.515338 0.619780 -1.10 -1.16 1.67
C 2.188863 -0.388910 0.168513 -1.38 0.33 -0.76
C 1.018118 -0.860509 0.622000 0.53 1.57 -1.52
C -0.178988 -0.000402 0.455183 -0.20 -0.45 -2.14
C 0.210785 1.101855 -0.492663 -1.05 0.33 -2.28
H -0.336745 0.764592 -1.508365 1.41 1.47 1.99
H -0.433348 0.286250 1.398828 -0.78 1.38 2.73
H 0.841018 -1.710134 1.158498 0.23 -2.42 1.28

[9]
10
Properties=species:S:1:pos:R:3:forces:R:3 method="wB97M-V/def2-TZVPD" energy_ev=-87116.4957 e_above_lowest_kcal_mol=105.56 homo_lumo_gap_ha="0.240 / 0.288" charge=0
Br -3.576212 -0.531329 -0.798888 0.09 -0.26 -0.19
S 0.833192 -1.362877 1.506517 -0.31 -0.06 -0.50
O 2.111698 -1.914446 2.057586 -0.48 0.56 -0.50
C -1.737036 -0.500616 -0.904030 -0.27 0.61 0.46
C 1.204325 -0.104117 0.339817 1.15 0.28 0.50
C -0.970300 0.565876 -0.713715 -1.30 -2.33 -0.09
C 0.381172 0.672632 -0.453521 2.91 -2.95 2.43
H -1.338663 1.528352 -0.762938 -1.74 1.89 -0.40
H 2.312925 0.096712 0.521767 -1.51 0.18 -0.73
H 0.778898 1.549814 -0.792595 1.46 2.08 -0.99

[10]
10
Properties=species:S:1:pos:R:3:forces:R:3 method="wB97M-V/def2-TZVPD" energy_ev=-30730.4287 e_above_lowest_kcal_mol=22.74 homo_lumo_gap_ha=0.384 smiles="CC(C#N)=C(Cl)Cl" charge=0
Cl 1.570119 2.338321 0.164702 -0.40 -0.41 0.37
Cl -0.332615 1.421370 2.211410 0.67 -0.55 -1.69
N 1.483520 -0.105089 -2.468778 -1.03 0.13 1.98
C -0.888630 -0.978281 0.220849 1.31 -0.46 -1.37
C 0.433907 1.090882 0.614390 0.59 2.42 1.60
C 0.932654 -0.013268 -1.443783 0.14 -0.33 -0.94
C 0.190954 0.081294 -0.181449 -1.33 -1.78 -0.13
H -1.532593 -1.160122 -0.654663 0.13 0.09 0.41
H -1.481409 -0.743210 1.093973 0.07 0.53 -0.04
H -0.375908 -1.931896 0.443349 -0.16 0.35 -0.19